#a
Entry from the Open Molecules 2025 dataset: a cluster of 10 separate species, C10H40N20O10 in total (ωB97M-V with the def2-TZVPD basis set).

Structure (XYZ):
```
80
C10H40N20O10, DFT ωB97M-V with the def2-TZVPD basis set
N 2.10829 1.88782 -4.00088
C 2.42122 0.92724 -4.91463
N 2.75449 1.42759 -6.04368
O 2.37203 -0.27446 -4.73306
H 2.41546 2.76558 -4.39493
H 1.81216 1.67585 -3.05882
H 3.05229 0.75972 -6.74036
H 2.99642 2.36728 -6.32395
N -2.39625 -6.61725 -0.37483
C -1.88760 -7.84027 -0.31790
N -2.10103 -8.51561 -1.34870
O -1.29033 -8.25251 0.63617
H -2.82600 -6.20316 -1.18966
H -2.23591 -6.04377 0.44096
H -1.82943 -9.48755 -1.30789
H -2.53523 -8.18616 -2.19901
N -4.50079 -5.24650 5.56644
C -3.60234 -5.48818 4.66190
N -3.42485 -6.74482 4.55941
O -3.01337 -4.72034 3.91095
H -5.12076 -5.94805 5.94535
H -4.82892 -4.35585 5.91164
H -2.73266 -7.21883 3.99702
H -3.84921 -7.27547 5.30670
N 4.17325 -3.87836 3.02110
C 3.02639 -3.64172 3.38063
N 2.19131 -4.63379 3.42650
O 2.68005 -2.46355 3.72755
H 4.44549 -4.84673 2.93026
H 4.79313 -3.08314 2.96228
H 2.50743 -5.57431 3.23782
H 1.27735 -4.45930 3.81936
N -4.55692 -0.41503 -2.42571
C -3.55203 -1.09639 -2.93424
N -2.69393 -0.37456 -3.52445
O -3.34405 -2.27605 -2.77524
H -4.68912 0.49687 -2.83931
H -4.98940 -0.75706 -1.57950
H -2.45956 0.52136 -3.12133
H -2.01752 -0.79367 -4.14647
N -5.85005 -1.69715 2.01469
C -6.81412 -2.42699 1.61008
N -6.52215 -3.65995 1.74975
O -7.70078 -1.94215 0.93151
H -6.00820 -0.72061 1.81108
H -5.12333 -2.11629 2.57710
H -7.13290 -4.41645 1.47626
H -5.72378 -3.79423 2.35364
N 4.59340 8.72399 2.07558
C 4.56509 7.98138 0.98298
N 5.53805 8.22052 0.16131
O 3.65946 7.14930 0.80917
H 3.92622 8.43811 2.77790
H 5.38154 9.32120 2.28116
H 6.04213 9.02558 0.50465
H 5.75530 7.71981 -0.68850
N -1.99102 5.41199 -2.87457
C -1.38641 6.48166 -2.73528
N -1.55686 7.05195 -1.55159
O -0.74998 7.06121 -3.55400
H -2.27916 4.90330 -2.05098
H -2.12753 5.11632 -3.83063
H -2.43172 6.84631 -1.09069
H -1.16262 7.98170 -1.53548
N 8.14100 3.09983 -1.57326
C 7.22052 3.76164 -2.00333
N 6.21997 3.66572 -1.15476
O 7.27088 4.61689 -2.81044
H 8.98284 3.30605 -2.09179
H 8.10108 2.85339 -0.59461
H 5.88466 2.77053 -0.82870
H 5.57040 4.39466 -1.41319
N 0.67063 1.82056 1.56525
C -0.51236 1.39502 1.11155
N -0.58950 0.09046 1.42042
O -1.29567 2.04079 0.45306
H 0.94138 1.47632 2.47536
H 0.97409 2.72962 1.24649
H -1.30318 -0.52068 1.04992
H 0.27282 -0.27843 1.79514
```

Computed properties:
E_HOMO = -0.333 Eh
SMILES = NC(N)=O.NC(N)=O.NC(N)=O.NC(N)=O.NC(N)=O.NC(N)=O.NC(N)=O.NC(N)=O.NC(N)=O.NC(N)=O
M = 600.560 g/mol
2S+1 = 1
lowest unoccupied orbital energy = 0.31 eV
net charge = 0

#b
Entry from the Open Molecules 2025 dataset: a cluster of 10 separate species, C10H40N20O10 in total (ωB97M-V with the def2-TZVPD basis set).

Structure (XYZ):
```
80
C10H40N20O10, DFT ωB97M-V with the def2-TZVPD basis set
N -3.17522 -4.62322 -1.67533
C -1.82092 -4.64738 -1.52994
N -1.38643 -3.58923 -0.82421
O -1.19101 -5.53500 -2.10804
H -3.61617 -5.27669 -2.29495
H -3.73312 -3.86490 -1.32211
H -1.92330 -2.87048 -0.36650
H -0.41516 -3.36069 -0.66755
N 1.89786 1.05915 4.95281
C 3.00621 1.24961 4.21470
N 2.78665 1.03634 2.88583
O 4.04489 1.63931 4.76784
H 0.91109 0.99449 4.68524
H 2.16149 0.95163 5.91930
H 3.57934 1.35657 2.34939
H 1.82072 1.29521 2.76378
N 1.77973 -1.33694 -7.08530
C 1.58594 -1.31886 -5.72702
N 1.45369 -0.07205 -5.20456
O 1.51479 -2.37662 -5.11188
H 1.72710 -2.29496 -7.39155
H 1.68975 -0.49857 -7.62453
H 1.46224 0.06142 -4.20791
H 1.48116 0.70819 -5.83188
N -2.79888 0.44276 -3.74450
C -2.71615 -0.68320 -2.96348
N -1.66436 -1.47929 -3.20847
O -3.47811 -0.85456 -2.00993
H -3.55192 1.09433 -3.63936
H -2.35355 0.34273 -4.64252
H -1.56629 -2.33961 -2.70235
H -1.37790 -1.58341 -4.17182
N -2.82264 3.69287 -1.27412
C -2.41105 3.56649 0.00514
N -2.88055 4.47454 0.88687
O -1.52774 2.74340 0.29302
H -3.37905 4.44442 -1.63243
H -2.53977 2.87268 -1.78529
H -2.64677 4.52743 1.86125
H -3.70158 4.96626 0.57650
N -2.23946 2.30808 4.16099
C -1.80184 1.05142 4.05091
N -2.37682 0.28577 3.08500
O -0.83426 0.65459 4.73002
H -1.83473 3.00165 4.76058
H -2.84376 2.54234 3.38937
H -3.21342 0.43771 2.55403
H -1.69506 -0.35727 2.70995
N 2.84944 -1.88082 -2.75886
C 3.84919 -1.11892 -2.20708
N 3.67410 -1.01791 -0.83551
O 4.78584 -0.61834 -2.81168
H 2.91124 -2.09389 -3.74316
H 2.24589 -2.31884 -2.09384
H 4.51819 -0.80923 -0.33327
H 2.77453 -1.28776 -0.47944
N 1.15819 -2.78959 2.08462
C -0.07181 -2.96800 2.66685
N -0.03030 -3.81748 3.70595
O -1.08453 -2.39929 2.26094
H 1.97560 -3.26535 2.41807
H 1.25269 -2.27886 1.20792
H -0.85687 -4.29785 4.01914
H 0.80899 -4.28280 3.99852
N 0.01611 0.08041 1.26384
C 0.19660 -0.22676 -0.02939
N -0.41828 0.68568 -0.83709
O 0.69636 -1.35152 -0.30655
H -0.54179 0.89349 1.45618
H 0.25465 -0.62496 1.94180
H -0.47474 0.53356 -1.82900
H -0.78486 1.50786 -0.38823
N 1.19946 3.22571 1.26393
C 1.16989 4.15543 2.27745
N 2.30516 4.08500 2.97963
O 0.17093 4.82555 2.54717
H 0.41586 3.29092 0.63222
H 2.10828 3.04589 0.87224
H 2.54240 4.71956 3.72017
H 2.99796 3.56067 2.48145
```

Computed properties:
E_HOMO = -0.331 Eh
SMILES = NC(N)=O.NC(N)=O.NC(N)=O.NC(N)=O.NC(N)=O.NC(N)=O.NC(N)=O.NC(N)=O.NC(N)=O.NC(N)=O
M = 600.560 g/mol
2S+1 = 1
lowest unoccupied orbital energy = -0.18 eV
net charge = 0

#c
Entry from the Open Molecules 2025 dataset: a cluster of 10 separate species, C10H40N20O10 in total (ωB97M-V with the def2-TZVPD basis set).

Structure (XYZ):
```
80
C10H40N20O10, DFT ωB97M-V with the def2-TZVPD basis set
N -2.98909 7.22504 -1.18211
C -2.93311 6.98361 -2.46800
N -2.06530 6.08863 -2.64952
O -3.50569 7.69457 -3.24903
H -3.47031 8.03457 -0.81716
H -2.40194 6.64378 -0.60116
H -1.68451 6.10552 -3.58484
H -1.91620 5.31114 -2.02231
N -6.24626 1.51377 -0.57098
C -7.19962 2.19918 -1.03851
N -7.39376 3.37062 -0.48509
O -8.05636 1.78998 -1.78075
H -5.60777 1.74944 0.17527
H -6.15255 0.67834 -1.13077
H -6.75674 3.66141 0.24275
H -8.24028 3.89687 -0.64811
N -0.98303 -0.09068 4.74665
C -1.50535 1.13083 4.89415
N -1.32767 1.63768 6.07501
O -2.01575 1.86952 4.08101
H -1.12844 -0.39872 3.79582
H -0.89070 -0.61779 5.60323
H -1.56183 2.62007 6.08813
H -0.81349 1.09042 6.75045
N 8.75573 1.40773 4.61575
C 8.51884 0.25939 4.21807
N 7.35441 0.01685 3.80207
O 9.45373 -0.46459 4.08436
H 7.88522 1.87658 4.82192
H 9.67192 1.69797 4.92631
H 7.14884 -0.86082 3.34651
H 6.65169 0.74082 3.75565
N 2.56925 8.12322 0.55578
C 3.21765 7.41093 -0.37519
N 3.23494 6.24853 0.02998
O 3.75887 7.74801 -1.42080
H 1.89616 8.69493 0.06570
H 2.34861 7.70477 1.44815
H 3.69813 5.62581 -0.61637
H 3.12572 6.21650 1.03355
N -4.16214 -6.00071 1.69726
C -3.91217 -7.00921 2.41650
N -2.84170 -7.53897 1.99283
O -4.61086 -7.52100 3.30488
H -4.99520 -5.44028 1.80700
H -3.27298 -5.61288 1.41608
H -2.48230 -7.10947 1.15233
H -2.68312 -8.43398 2.43318
N 2.58797 -1.91525 -0.98003
C 1.33151 -2.18382 -1.14162
N 0.75960 -1.13142 -1.67262
O 0.78213 -3.16379 -0.75677
H 3.08563 -2.75471 -0.71977
H 2.92121 -1.13279 -1.52483
H 1.30191 -0.33207 -1.96766
H -0.23181 -1.27339 -1.80321
N 3.96742 -7.07264 3.60103
C 5.23245 -7.23285 3.37562
N 5.57483 -8.35018 3.83605
O 5.94745 -6.47446 2.75683
H 3.43788 -7.83633 3.99659
H 3.64519 -6.52277 2.81750
H 6.47474 -8.60137 3.45241
H 4.99595 -9.10079 4.18473
N -7.52304 -4.15357 -4.14596
C -6.32723 -4.33607 -4.54377
N -6.25973 -5.41323 -5.21155
O -5.48485 -3.53739 -4.27601
H -7.82109 -3.26427 -3.77124
H -8.15717 -4.93237 -4.25295
H -5.41630 -5.96785 -5.24500
H -7.10746 -5.95921 -5.26956
N 3.35949 4.11974 -6.14394
C 3.77982 2.89431 -5.98046
N 3.58687 2.15178 -7.05767
O 4.27088 2.46201 -4.86185
H 3.27398 4.48535 -7.08156
H 3.42069 4.79813 -5.39819
H 3.87003 1.18234 -7.04779
H 3.23720 2.58095 -7.90244
```

Computed properties:
E_HOMO = -0.343 Eh
SMILES = NC(N)=O.NC(N)=O.NC(N)=O.NC(N)=O.NC(N)=O.NC(N)=O.NC(N)=O.NC(N)=O.NC(N)=O.NC(N)=O
M = 600.560 g/mol
2S+1 = 1
lowest unoccupied orbital energy = -0.14 eV
net charge = 0

#b (173.0 kcal/mol below the next structure)

#a
Entry from the Open Molecules 2025 dataset: a cluster of 10 separate species, C10H40N20O10 in total (ωB97M-V with the def2-TZVPD basis set).

Structure (XYZ):
```
80
C10H40N20O10, DFT ωB97M-V with the def2-TZVPD basis set
N -1.77785 -4.78880 -2.16795
C -3.09261 -4.57513 -1.96381
N -3.43982 -3.27350 -2.07078
O -3.85906 -5.41213 -1.46917
H -1.07493 -4.09721 -2.36792
H -1.47044 -5.68853 -1.83491
H -4.41677 -3.03176 -2.07338
H -2.81383 -2.67155 -2.58515
N -2.54031 -2.42317 0.83866
C -1.37910 -2.53102 1.49969
N -1.38806 -1.74009 2.62664
O -0.34994 -3.07845 1.07856
H -3.26339 -1.75757 1.02371
H -2.51836 -2.81377 -0.09371
H -0.57579 -1.85476 3.21240
H -2.24460 -1.46317 3.06734
N -2.41882 4.59711 0.22108
C -3.60143 4.28877 0.79844
N -4.17172 3.19020 0.25031
O -4.07889 4.89692 1.75749
H -1.89665 5.27584 0.74752
H -1.96654 4.10744 -0.53080
H -3.58877 2.72307 -0.42539
H -5.04302 2.83990 0.59391
N 4.26422 -2.09109 -0.36513
C 3.02128 -2.05641 0.18162
N 2.47894 -3.29230 0.38164
O 2.40960 -1.01915 0.47727
H 4.87463 -1.29083 -0.19940
H 4.60165 -2.92489 -0.79758
H 1.55326 -3.47664 0.73764
H 3.01758 -4.02881 -0.03028
N 1.56915 -3.11992 3.53742
C 1.54200 -2.19869 4.53199
N 1.66932 -0.92170 4.12793
O 1.46726 -2.53495 5.71807
H 1.64188 -4.05803 3.89580
H 1.23753 -3.04248 2.59002
H 1.77848 -0.68093 3.15389
H 1.50475 -0.10789 4.69248
N 0.20174 1.34694 0.39668
C -0.60391 0.90578 -0.58547
N -0.44909 -0.39620 -0.83747
O -1.40880 1.65634 -1.17536
H 0.12930 2.29237 0.72653
H 0.83334 0.73607 0.88840
H 0.28102 -0.78605 -0.26015
H -0.78344 -0.67626 -1.74458
N 4.07093 0.78868 1.91185
C 5.40676 0.72951 1.67717
N 6.17149 1.56735 2.42749
O 5.91197 0.02409 0.79368
H 3.53922 0.19839 1.27999
H 3.62117 1.24801 2.68548
H 7.14953 1.47974 2.21814
H 5.71046 2.04437 3.17728
N 0.15580 -1.18909 -5.33537
C 0.62844 -2.08015 -4.43214
N 1.93952 -2.38132 -4.55372
O -0.02128 -2.57002 -3.49582
H -0.79011 -0.90324 -5.13844
H 0.71048 -0.73550 -6.03104
H 2.48120 -1.92484 -5.26351
H 2.25956 -3.21274 -4.09282
N -4.44900 4.12554 -4.90351
C -4.24265 2.96699 -4.18161
N -3.15240 2.98688 -3.39674
O -5.05704 2.04739 -4.18582
H -3.64907 4.66672 -5.17233
H -5.30776 4.19550 -5.41623
H -3.00061 2.13702 -2.87182
H -2.38512 3.61627 -3.53289
N 1.86501 4.70522 3.21354
C 1.36126 3.45230 3.21957
N -0.00568 3.43450 3.06180
O 2.10761 2.48109 3.33746
H 2.85474 4.82813 3.32358
H 1.28506 5.52222 3.20690
H -0.55348 4.25204 3.24429
H -0.47696 2.54602 3.05091
```

Computed properties:
E_HOMO = -0.346 Eh
SMILES = NC(N)=O.NC(N)=O.NC(N)=O.NC(N)=O.NC(N)=O.NC(N)=O.NC(N)=O.NC(N)=O.NC(N)=O.NC(N)=O
M = 600.560 g/mol
2S+1 = 1
lowest unoccupied orbital energy = 0.03 eV
net charge = 0

#b
Entry from the Open Molecules 2025 dataset: a cluster of 10 separate species, C10H40N20O10 in total (ωB97M-V with the def2-TZVPD basis set).

Structure (XYZ):
```
80
C10H40N20O10, DFT ωB97M-V with the def2-TZVPD basis set
N -0.83820 0.02508 -0.09305
C 0.38578 0.53118 0.48893
N 0.74865 1.84443 0.02867
O 1.10443 -0.10908 1.21450
H -1.21866 0.52256 -0.86576
H -1.10158 -0.92024 0.10233
H 1.73371 2.03093 0.13599
H 0.13996 2.18556 -0.70718
N -1.12371 2.78619 4.92873
C -1.79890 2.50736 3.71080
N -0.87906 2.28944 2.67778
O -3.00326 2.32883 3.64273
H -0.27109 3.27694 4.85727
H -1.76807 3.02276 5.67009
H 0.06841 2.55759 2.80939
H -1.14093 2.04988 1.73961
N 3.39551 1.67202 1.78182
C 4.68459 1.06014 1.53966
N 5.76619 1.90295 1.63214
O 4.77049 -0.11153 1.18603
H 3.46551 2.48160 2.40404
H 2.59493 1.02716 1.83062
H 5.69473 2.85199 1.90770
H 6.68424 1.49893 1.58996
N -1.20873 -4.88038 1.57311
C -0.79170 -4.07262 0.52910
N -0.92767 -4.61722 -0.75899
O -0.30167 -2.91395 0.73710
H -1.06804 -4.60956 2.51476
H -1.57187 -5.78234 1.27911
H -1.62801 -5.35336 -0.81722
H -0.69775 -4.03051 -1.54157
N 0.83953 -0.46244 -3.16669
C -0.43483 -0.68173 -3.74326
N -0.84712 0.26962 -4.68437
O -1.15596 -1.59701 -3.39319
H 1.45163 0.06173 -3.76860
H 1.29411 -1.26967 -2.77300
H -0.21615 0.98314 -5.01899
H -1.58248 0.03064 -5.34056
N 0.94334 2.99490 -3.25701
C 0.77233 3.53979 -4.51265
N 1.99463 4.03304 -5.02716
O -0.31110 3.61739 -5.08706
H 1.85752 2.97657 -2.82725
H 0.16022 2.59972 -2.78416
H 2.00490 4.33135 -5.98367
H 2.86816 3.64611 -4.72903
N -3.49688 -1.67841 1.39347
C -4.42082 -2.27131 0.52982
N -5.69224 -1.77873 0.74101
O -4.20089 -3.18705 -0.26817
H -2.52582 -1.82019 1.21225
H -3.85220 -1.25538 2.23282
H -5.74747 -0.80862 1.01167
H -6.39572 -2.13127 0.11056
N -3.40886 3.02420 -0.63231
C -2.78883 2.42708 -1.72386
N -3.57452 2.12265 -2.81646
O -1.55878 2.22992 -1.77787
H -2.84232 3.27434 0.14616
H -4.37409 2.78777 -0.45781
H -3.30603 1.53574 -3.57042
H -4.45317 2.62891 -2.91347
N 4.59385 -1.96226 -1.16018
C 3.42525 -2.65306 -1.19164
N 2.60812 -2.55350 -0.02322
O 3.05545 -3.27795 -2.19723
H 4.93313 -1.51349 -0.33184
H 5.13367 -1.92933 -2.01284
H 1.68392 -2.91507 -0.19040
H 2.63368 -1.64682 0.40428
N 1.03405 -2.85491 3.46614
C 0.65231 -1.94958 4.52794
N 0.32794 -0.68965 4.06518
O 0.65031 -2.31731 5.70591
H 0.74894 -2.65630 2.53040
H 1.27556 -3.79452 3.69253
H 0.40152 -0.44762 3.11095
H -0.05607 -0.06416 4.75503
```

Computed properties:
E_HOMO = -0.327 Eh
SMILES = NC(N)=O.NC(N)=O.NC(N)=O.NC(N)=O.NC(N)=O.NC(N)=O.NC(N)=O.NC(N)=O.NC(N)=O.NC(N)=O
M = 600.560 g/mol
2S+1 = 1
lowest unoccupied orbital energy = 0.10 eV
net charge = 0

#a (7.5 kcal/mol below the next structure)